(1)
Here is a 13-piece molecular cluster, C70H156F12N9O13 overall from the OMol25 dataset. Energies are from wB97M-V/def2-TZVPD.

## Properties
total charge	+5
E_HOMO	-11.36	eV
frontier orbital gap	1.759	eV
LUMO energy	-9.60	eV

Each line ends with the Mulliken charge.
Atoms and positions in Å:
C1 -1.6469 -5.2320 5.1051  -1.04
C2 -1.4410 -4.8355 6.6165  -0.79
C3 -1.2351 -3.3351 6.8460  -0.51
C4 -2.2915 -2.3721 6.2980  -0.58
N1 -2.0374 -0.8616 6.4983  0.49
C5 -3.1493 -0.0916 5.7289  -1.00
C6 -2.6968 0.1009 4.2501  -0.56
C7 -1.1659 -0.1313 4.2887  1.33
C8 -0.7807 -0.2740 5.7898  -1.32
C9 -2.1103 -0.5801 7.9739  -0.96
H1 -0.8180 -4.8911 4.4849  0.12
H2 -2.6433 -4.9440 4.7698  0.36
H3 -1.6820 -6.3189 5.0310  0.41
H4 -0.6371 -5.3957 7.0940  0.42
H5 -2.3512 -5.1033 7.1530  0.39
H6 -0.2174 -3.0676 6.5616  0.22
H7 -1.1294 -3.1563 7.9161  0.38
H8 -3.2981 -2.6356 6.6225  0.40
H9 -2.2484 -2.4478 5.2115  0.29
H10 -3.1117 0.8827 6.2162  0.47
H11 -4.1651 -0.4706 5.8418  0.42
H12 -2.9772 1.1054 3.9330  0.36
H13 -3.1355 -0.7015 3.6570  0.42
H14 -0.6679 0.7397 3.8628  -0.86
H15 -0.8202 -0.9579 3.6681  0.45
H16 -0.5599 0.7225 6.1723  0.07
H17 0.0518 -0.9635 5.9298  0.42
H18 -1.3687 -1.0961 8.5837  0.34
H19 -3.0503 -0.9407 8.3916  0.41
H20 -1.9806 0.4937 8.1091  0.42
C10 0.1323 -4.6551 -0.0920  -0.82
C11 -0.9274 -5.7169 -0.2768  -1.18
C12 -0.7864 -6.5054 -1.5486  -0.14
C13 0.1348 -7.7651 -1.3852  -0.49
N2 0.0136 -8.8114 -2.5112  0.19
C14 1.1362 -9.9392 -2.3462  -0.62
C15 2.3872 -9.4021 -3.0346  -0.29
C16 1.8341 -8.6508 -4.2533  -0.60
C17 0.3661 -8.2314 -3.9098  -0.38
C18 -1.3908 -9.4065 -2.3943  -1.01
H21 0.0918 -3.8280 -0.8008  0.38
H22 1.1513 -5.0396 -0.1364  -0.06
H23 0.1666 -4.1534 0.8751  0.42
H24 -1.9166 -5.2678 -0.1889  0.41
H25 -1.0330 -6.4148 0.5538  0.44
H26 -0.3420 -5.8541 -2.3012  0.36
H27 -1.7800 -6.7866 -1.8974  0.37
H28 -0.1181 -8.2653 -0.4503  0.53
H29 1.1874 -7.4895 -1.3199  -0.30
H30 0.7424 -10.7171 -3.0003  0.46
H31 1.2732 -10.3142 -1.3320  0.34
H32 2.9918 -10.2257 -3.4144  0.45
H33 3.0524 -8.8400 -2.3792  0.04
H34 1.7883 -9.3055 -5.1236  0.33
H35 2.4913 -7.8204 -4.5114  0.32
H36 -0.3174 -8.6741 -4.6343  0.40
H37 0.0917 -7.1818 -3.8043  0.22
H38 -1.5276 -10.1280 -3.1998  0.46
H39 -2.2070 -8.6888 -2.4766  0.36
H40 -1.4677 -9.8913 -1.4210  0.40
C19 4.1209 -5.1422 -1.7115  -1.42
C20 4.0338 -6.3066 -0.6658  0.06
C21 4.1874 -5.8328 0.7777  1.12
C22 4.1627 -6.9392 1.8486  -1.10
N3 4.4761 -6.4407 3.2932  0.28
C23 4.0012 -7.3803 4.3733  -0.54
C24 2.4839 -7.2727 4.3639  -0.99
C25 2.1626 -5.8054 4.0080  0.25
C26 3.5763 -5.1813 3.6868  -0.77
C27 5.9806 -6.1682 3.4547  -0.99
H41 4.2880 -5.6404 -2.6665  0.55
H42 5.0658 -4.6416 -1.5000  0.44
H43 3.2698 -4.4632 -1.7629  0.17
H44 4.8586 -6.9808 -0.8965  0.77
H45 3.0826 -6.8206 -0.8037  -0.70
H46 3.3409 -5.1831 0.9996  -0.40
H47 5.0835 -5.2216 0.8850  -0.07
H48 4.8720 -7.7301 1.6048  0.38
H49 3.1459 -7.3296 1.8043  0.31
H50 4.3043 -6.9598 5.3322  0.41
H51 4.4709 -8.3595 4.2805  0.42
H52 2.1773 -7.4349 5.3972  0.45
H53 1.9498 -8.0493 3.8164  0.39
H54 1.8171 -5.2552 4.8833  0.30
H55 1.5848 -5.7265 3.0872  -0.14
H56 4.0585 -4.8342 4.6007  0.73
H57 3.5197 -4.3504 2.9836  0.02
H58 6.1645 -5.6603 4.4014  0.46
H59 6.1487 -5.4886 2.6192  0.30
H60 6.5120 -7.1073 3.3006  0.31
C28 3.4459 -2.0553 1.1441  -0.33
C29 3.2643 -0.4822 1.2738  -0.91
C30 1.9734 0.0101 0.5016  0.47
C31 1.4328 1.4359 0.8208  -0.44
N4 0.1978 1.8085 -0.1085  1.02
C32 -0.3639 3.2490 0.1691  0.87
C33 -1.9186 3.2554 0.0442  0.12
C34 -2.2230 1.8064 -0.3375  -0.29
C35 -1.0671 0.9824 0.2000  0.19
C36 0.7025 1.7297 -1.5483  -0.71
H61 4.3278 -2.3773 1.6979  -0.04
H62 3.5186 -2.4001 0.1126  0.19
H63 2.5466 -2.5781 1.4698  0.19
H64 4.1256 0.0080 0.8201  0.39
H65 3.2514 -0.2127 2.3298  0.44
H66 1.1592 -0.7056 0.6155  0.18
H67 2.2095 -0.1202 -0.5545  -0.48
H68 2.1652 2.2015 0.5647  0.27
H69 1.1675 1.6118 1.8633  0.21
H70 0.0349 3.9635 -0.5509  -1.05
H71 -0.0232 3.5378 1.1634  0.29
H72 -2.2677 4.0733 -0.5861  -0.25
H73 -2.3285 3.5533 1.0093  0.29
H74 -2.3904 1.6740 -1.4064  -0.54
H75 -3.2405 1.4965 -0.0991  0.61
H76 -0.9482 -0.0382 -0.1635  0.62
H77 -1.1167 0.9576 1.2886  -0.48
H78 -0.1777 2.0174 -2.1233  -0.17
H79 0.9414 0.7302 -1.9118  0.33
H80 1.4065 2.5089 -1.8403  -0.31
C37 -5.3319 3.3764 -3.5927  0.27
C38 -5.2413 2.9017 -5.0451  0.03
O1 -5.8321 1.9479 -5.5493  -0.46
N5 -4.1494 3.6812 -5.7988  0.47
H81 -3.3137 3.8076 -5.2459  -0.46
H82 -3.6878 3.0089 -6.3946  0.46
C39 -4.7467 4.8895 -6.6067  -0.68
H83 -6.2692 2.9806 -3.2016  0.34
H84 -5.3402 4.4627 -3.5030  0.28
H85 -4.4835 3.0458 -2.9936  -0.40
H86 -5.1066 5.5956 -5.8584  0.21
H87 -5.4943 4.5740 -7.3346  0.43
H88 -3.9215 5.2526 -7.2192  0.38
C40 0.6294 0.2240 -7.0182  -1.28
C41 0.3111 0.8222 -5.6370  0.34
O2 1.1653 0.9198 -4.8301  -0.10
N6 -1.1396 1.2496 -5.3810  0.61
H89 -1.2742 2.0271 -4.7505  -0.26
H90 -1.6395 1.6248 -6.1744  0.44
C42 -1.9311 0.1341 -4.6007  -0.74
H91 0.4060 0.9812 -7.7697  0.40
H92 0.0488 -0.6859 -7.1702  0.39
H93 1.6289 -0.2098 -7.0490  0.28
H94 -2.0326 -0.7719 -5.1981  0.39
H95 -2.7754 0.6984 -4.2048  0.37
H96 -1.3916 -0.2001 -3.7145  0.26
C43 2.7666 5.9703 -0.5073  -0.99
C44 2.5428 7.4492 -0.9163  0.21
C45 1.1549 7.9811 -0.5308  -0.40
O3 1.0533 9.3495 -0.7672  -0.49
C46 0.6855 9.7761 -2.1147  -0.44
N7 3.6720 8.3052 -0.2766  -0.16
H97 4.1769 7.8680 0.4811  0.38
H98 4.4650 8.4884 -0.8747  0.36
H99 3.3609 9.2180 0.0238  0.38
H100 2.4141 5.8019 0.5104  0.60
H101 3.7740 5.5592 -0.5714  0.48
H102 2.1427 5.2418 -1.0252  -0.37
H103 2.6733 7.5874 -1.9896  0.24
H104 0.9644 7.8379 0.5328  0.50
H105 0.3164 7.4966 -1.0312  0.08
H106 0.4686 10.8443 -2.1129  0.33
H107 -0.1575 9.2109 -2.5121  0.02
H108 1.5817 9.6420 -2.7206  0.29
C47 -9.7548 4.9467 0.4824  -1.26
C48 -8.7219 6.0956 0.5265  0.19
C49 -7.3662 5.6416 0.0837  -0.48
O4 -6.2459 6.5328 0.4835  -0.47
C50 -4.9642 6.1837 -0.0979  -0.83
N8 -9.2472 7.1652 -0.4142  -0.22
H109 -9.2653 6.8209 -1.3636  0.37
H110 -10.1721 7.4312 -0.1078  0.36
H111 -8.6453 7.9694 -0.3094  0.35
H112 -10.1346 4.6124 -0.4831  0.51
H113 -10.6026 5.3225 1.0551  0.51
H114 -9.3766 4.1154 1.0775  0.02
H115 -8.6876 6.4158 1.5678  0.28
H116 -7.4535 5.5172 -0.9957  0.28
H117 -7.1189 4.6905 0.5552  0.32
H118 -4.3316 6.9148 0.4056  0.38
H119 -4.7616 6.3845 -1.1499  0.25
H120 -4.6732 5.1863 0.2317  0.39
C51 4.6229 -1.0952 -3.5243  -1.47
C52 4.3923 0.0785 -4.4819  0.74
C53 4.3333 1.4251 -3.8021  -0.14
O5 4.0269 2.4215 -4.7543  -0.47
C54 3.2819 3.5998 -4.3291  -0.38
N9 5.4128 0.0308 -5.6615  -0.16
H121 5.2290 0.7170 -6.3794  0.34
H122 6.3408 0.2068 -5.3038  0.37
H123 5.5502 -0.8565 -6.1241  0.37
H124 3.7950 -1.1364 -2.8165  0.11
H125 5.4504 -0.8001 -2.8791  0.46
H126 4.7269 -2.0638 -4.0133  0.51
H127 3.4620 -0.1284 -5.0110  -0.42
H128 5.2294 1.8415 -3.3421  0.75
H129 3.6097 1.3443 -2.9910  -0.19
H130 3.9782 4.1035 -3.6586  0.39
H131 2.3624 3.3265 -3.8113  -0.15
H132 2.8907 4.2181 -5.1371  0.39
C55 -7.3005 -0.0371 -1.3593  -0.08
O6 -8.0984 0.0728 -0.1750  -0.35
O7 -8.0532 0.4228 -2.4858  -0.82
C56 -5.8278 0.5210 -1.0714  0.45
F1 -4.8796 0.0468 -1.8731  -0.22
F2 -5.7478 1.8708 -1.1418  0.02
F3 -5.4305 0.1638 0.1651  -0.27
C57 -8.2647 1.3982 0.3631  0.28
C58 -9.2657 1.2013 1.5263  -1.42
H133 -10.1568 0.7348 1.1065  0.34
H134 -8.8268 0.5125 2.2481  0.31
H135 -9.6385 2.1082 2.0023  0.38
H136 -8.6592 2.0835 -0.3871  0.30
H137 -7.3303 1.7720 0.7819  0.00
H138 -7.1012 -1.1079 -1.3997  0.26
C59 0.3357 4.1634 4.6463  -0.39
O8 0.9135 2.8572 4.7516  0.03
O9 1.0274 4.9172 3.7000  -0.84
C60 -1.2050 3.8536 4.4810  0.70
F4 -1.4334 2.8785 3.5394  -0.18
F5 -1.8834 3.4455 5.5772  -0.33
F6 -1.8513 5.0173 4.1548  -0.28
C61 1.6809 2.5288 5.9288  -0.51
C62 2.2758 1.0706 5.8185  -1.01
H139 2.5365 0.8064 6.8433  0.35
H140 1.6717 0.3082 5.3267  -0.03
H141 3.2116 1.1170 5.2616  0.45
H142 1.0906 2.5412 6.8451  0.38
H143 2.5324 3.2019 6.0291  0.45
H144 0.2992 4.7326 5.5752  0.34
C63 8.4143 -2.4924 3.4959  0.00
O10 9.5836 -2.2555 2.7135  -0.27
O11 8.4247 -1.6526 4.6447  -0.85
C64 7.1255 -2.6190 2.6495  0.71
F7 7.3897 -3.4403 1.6231  -0.36
F8 6.1730 -3.2206 3.3518  -0.18
F9 6.7156 -1.4396 2.0778  -0.28
C65 9.6139 -1.5018 1.4902  -0.08
C66 11.0846 -1.2298 1.3190  -1.17
H145 11.5752 -2.2007 1.3887  0.28
H146 11.1565 -0.8836 0.2879  0.37
H147 11.5887 -0.5727 2.0276  0.30
H148 8.9425 -0.6433 1.5039  0.27
H149 9.1394 -1.9839 0.6354  0.15
H150 8.6159 -3.5073 3.8387  0.15
C67 -1.6063 4.9223 -3.4626  0.04
O12 -2.3359 5.6882 -4.4439  -0.30
O13 -1.9556 3.5260 -3.6495  -0.55
C68 -0.0660 5.3312 -3.6192  0.33
F10 0.1657 6.6167 -3.4790  -0.25
F11 0.6971 4.7835 -2.6772  -0.06
F12 0.5718 4.9784 -4.7423  -0.35
C69 -2.6649 7.0302 -4.1532  0.77
C70 -3.0835 7.6960 -5.4211  -1.32
H151 -3.1785 8.7819 -5.4207  0.43
H152 -2.2484 7.5406 -6.1041  0.32
H153 -4.0561 7.3779 -5.7966  0.21
H154 -1.8161 7.5560 -3.7158  -0.18
H155 -3.5258 6.9928 -3.4857  -0.09
H156 -1.9353 5.2669 -2.4823  0.07

(2)
Here is C9H14N3OS as an isolated structure from the OMol25 dataset. Energies are from wB97M-V/def2-TZVPD.

## Properties
total charge	+1
E_HOMO	-12.90	eV
frontier orbital gap	9.200	eV
ΔE to the lowest compared entry with this formula, charge and spin	137.92	kJ/mol
LUMO energy	-3.69	eV

Each line ends with the natural charge from an NBO analysis.
Atoms and positions in Å:
C1 3.0801 -0.8566 0.0163  -0.15
C2 2.5710 0.6351 -1.6513  0.26
C3 0.4629 -0.6920 0.3538  0.18
C4 2.7931 0.2303 1.0105  -0.48
C5 -1.6292 0.1395 1.1629  -0.27
C6 -1.5491 -1.8397 -0.1211  -0.28
C7 -2.3031 0.9386 -0.0167  -0.09
C8 -2.3294 -1.0817 -1.2165  -0.11
C9 1.5806 0.9369 0.4894  0.09
N1 3.0836 -0.4804 -1.3315  -0.47
N2 -0.7495 -0.8512 0.5723  -0.39
N3 1.7964 1.4590 -0.7936  -0.62
O1 -3.1599 -0.0011 -0.7627  -0.50
S1 1.6182 -1.9963 0.1143  0.36
H1 4.0307 -1.3373 0.3145  0.26
H2 2.6443 0.7515 -2.7482  0.23
H3 2.5772 -0.1353 1.9862  0.25
H4 3.6264 1.0308 0.8799  0.26
H5 -1.1242 0.7314 1.9609  0.24
H6 -2.5741 -0.2890 1.5270  0.26
H7 -2.3533 -2.2010 0.5995  0.24
H8 -1.0823 -2.7037 -0.5474  0.26
H9 -3.0460 1.6558 0.4982  0.22
H10 -1.7455 1.4719 -0.6948  0.18
H11 -1.6753 -0.7636 -2.0677  0.18
H12 -3.0553 -1.7870 -1.7940  0.24
H13 1.1257 1.6913 1.0339  0.22
H14 1.1528 2.0733 -1.1765  0.41

(3)
Here is one molecule with the formula CH3I2OPS from the OMol25 dataset. Energies are from wB97M-V/def2-TZVPD.

## Properties
E_HOMO (alpha / beta)	-8.28 / -7.95	eV
frontier orbital gap (alpha / beta)	7.409 / 6.260	eV
ΔE to the lowest compared entry with this formula, charge and spin	215.52	kJ/mol
LUMO energy (alpha / beta)	-0.87 / -1.69	eV

Each line ends with the natural charge from an NBO analysis.
Atoms and positions in Å:
C1 -1.3426 -1.0113 0.0614  -0.80
O1 1.2531 -1.2049 0.1225  -0.85
P1 2.5304 1.7884 -0.1397  0.16
S1 0.2536 -0.8544 1.1469  0.93
I1 0.7007 2.0767 1.5200  -0.06
I2 1.5653 2.4402 -2.2490  -0.07
H1 -1.0321 -1.0819 -1.0383  0.25
H2 -2.1179 -0.2389 0.2481  0.22
H3 -1.8106 -1.9140 0.3281  0.22

(4)
Here is one molecule with the formula C21H25N3O7S from the OMol25 dataset. Energies are from wB97M-V/def2-TZVPD.

## Properties
E_HOMO	-8.54	eV
frontier orbital gap	8.815	eV
SMILES string	CCc1ccccc1N(CC(=O)N/N=C/c1ccc(OC(=O)OC)c(OC)c1)S(C)(=O)=O
ΔE to the lowest compared entry with this formula, charge and spin	286.68	kJ/mol
LUMO energy	0.28	eV

Each line ends with the natural charge from an NBO analysis.
Atoms and positions in Å:
C1 7.5826 0.3711 1.2539  -0.60
C2 6.2139 0.0522 1.8587  -0.42
C3 5.4929 -0.9602 1.0168  0.01
C4 5.8857 -2.2936 1.0535  -0.20
C5 5.2711 -3.2479 0.2651  -0.19
C6 4.2367 -2.8823 -0.5793  -0.22
C7 3.8265 -1.5626 -0.6287  -0.21
C8 4.4484 -0.6041 0.1620  0.11
N1 4.0334 0.7524 0.0928  -0.71
C9 2.9246 1.2212 0.8723  -0.32
C10 1.5548 0.8097 0.3274  0.66
O1 1.3814 0.4247 -0.8098  -0.63
N2 0.5665 0.9544 1.2533  -0.43
N3 -0.7713 0.7533 1.1653  -0.25
C11 -1.3507 0.3283 0.1129  0.06
C12 -2.7902 0.1410 0.1133  -0.09
C13 -3.5660 0.4084 1.2437  -0.19
C14 -4.9267 0.2116 1.1985  -0.22
C15 -5.5524 -0.2433 0.0420  0.19
O2 -6.9309 -0.4866 0.0525  -0.49
C16 -7.7586 0.4617 0.5042  0.98
O3 -7.4628 1.5635 0.8612  -0.62
O4 -8.9965 -0.0354 0.4623  -0.50
C17 -10.0235 0.8470 0.8967  -0.26
C18 -4.7966 -0.5150 -1.1063  0.33
O5 -5.2343 -0.9693 -2.3045  -0.50
C19 -6.6108 -1.1213 -2.5787  -0.24
C20 -3.4167 -0.3169 -1.0379  -0.23
S1 4.5940 1.6939 -1.1510  2.33
C21 3.7107 1.2285 -2.6577  -0.88
O6 5.9761 1.3726 -1.3493  -0.95
O7 4.2482 3.0452 -0.8086  -0.96
H1 7.4491 0.7777 0.2550  0.24
H2 8.1931 -0.5266 1.1887  0.20
H3 8.1025 1.1033 1.8671  0.21
H4 6.3424 -0.3431 2.8704  0.21
H5 5.6333 0.9732 1.9122  0.21
H6 6.6897 -2.5827 1.7151  0.21
H7 5.5967 -4.2767 0.3100  0.21
H8 3.7494 -3.6216 -1.1972  0.22
H9 3.0089 -1.2685 -1.2682  0.24
H10 3.0360 0.8850 1.9090  0.22
H11 2.9821 2.3153 0.8349  0.27
H12 0.8200 1.3044 2.1689  0.39
H13 -0.8331 0.0886 -0.8119  0.21
H14 -3.0853 0.7627 2.1396  0.23
H15 -5.5350 0.4114 2.0664  0.23
H16 -10.9557 0.3056 0.7603  0.20
H17 -9.8823 1.1091 1.9469  0.19
H18 -10.0186 1.7618 0.3012  0.20
H19 -6.6547 -1.4843 -3.6052  0.19
H20 -7.1419 -0.1681 -2.5127  0.17
H21 -7.0814 -1.8478 -1.9135  0.19
H22 -2.8457 -0.5308 -1.9282  0.22
H23 4.1545 0.3136 -3.0254  0.24
H24 2.6637 1.0988 -2.4180  0.27
H25 3.8528 2.0375 -3.3619  0.25

(5)
Here is a 2-piece molecular cluster, C5H11NO overall from the OMol25 dataset. Energies are from wB97M-V/def2-TZVPD.

## Properties
total charge	-1
E_HOMO (alpha / beta)	0.51 / -2.74	eV
frontier orbital gap (alpha / beta)	3.267 / 6.343	eV
multiplicity	2
ΔE to the lowest compared entry with this formula, charge and spin	249.02	kJ/mol
LUMO energy (alpha / beta)	3.78 / 3.60	eV

Each line ends with the natural charge from an NBO analysis.
Atoms and positions in Å:
C1 -2.3336 0.9147 -0.2438  -0.68
N1 0.6094 1.6976 -0.0155  -0.90
C2 0.2317 0.3517 -0.4522  0.07
C3 -1.0213 0.1765 -0.8322  -0.46
C4 2.5948 -0.5614 -1.1273  -0.64
C5 1.2857 -0.5949 -0.8631  -0.31
H1 -3.1782 0.1965 -0.1891  0.18
H2 -1.9966 1.3515 0.6701  0.20
H3 -2.6702 1.7689 -0.8613  0.18
H4 1.5287 1.9659 -0.2723  0.36
H5 -0.2040 2.2861 -0.2671  0.35
H6 -1.1402 -0.5758 -1.5206  0.18
H7 3.2312 0.1615 -0.8284  0.15
H8 3.0977 -1.3325 -1.7382  0.16
H9 0.8270 -1.5634 -0.8470  0.17
H10 -1.5386 -1.5656 3.3248  0.46
H11 -0.9823 -2.0045 1.8311  0.49
O1 -0.7230 -1.7864 2.7397  -0.96

(6)
Here is one molecule with the formula C3H5BS2 from the OMol25 dataset. Energies are from wB97M-V/def2-TZVPD.

## Properties
E_HOMO	-8.98	eV
frontier orbital gap	9.515	eV
SMILES string	CB1SC=CS1
ΔE to the lowest compared entry with this formula, charge and spin	0.00	kJ/mol
LUMO energy	0.54	eV

Each line ends with the natural charge from an NBO analysis.
Atoms and positions in Å:
C1 2.1524 0.0407 -0.0069  -0.97
B1 0.5405 -0.0071 -0.0455  0.17
S1 -0.4665 -1.5532 -0.2110  0.16
C2 -1.9873 -0.6905 -0.0909  -0.37
C3 -1.9907 0.6396 -0.0098  -0.36
S2 -0.4153 1.4734 -0.0583  0.17
H1 2.6915 -0.6841 0.6897  0.25
H2 2.5825 0.9772 0.4028  0.24
H3 2.6104 -0.3094 -1.0350  0.25
H4 -2.8588 -1.1553 0.0880  0.22
H5 -2.8586 1.2687 0.2770  0.24